# 1
DFT (ωB97M-V with the def2-TZVPD basis set) results for a 2-piece molecular cluster, C6H10 overall at a distorted geometry.

Geometry as XYZ:
```
16
Properties=species:S:1:pos:R:3:forces:R:3
C 0.73960 0.80686 -1.21836 0.0 0.0 0.1
C -0.10090 0.66194 -0.00569 0.1 0.3 0.1
C -1.57793 0.70719 -0.12340 0.1 0.0 0.0
C 0.91549 -0.90169 1.89631 0.2 -0.1 0.4
C 0.37907 -1.43523 0.76412 -0.4 0.2 -1.0
C -0.12491 -1.80873 -0.34041 0.3 -0.5 0.7
H 0.63429 1.86366 -1.52044 0.1 -0.1 0.0
H 0.39495 0.15140 -2.01703 0.0 0.1 0.0
H 1.79454 0.62411 -1.00740 -0.1 0.0 0.0
H 0.29938 1.13132 0.88390 0.0 0.0 -0.1
H -2.07090 0.46096 0.81843 0.1 0.0 -0.1
H -1.81772 1.75780 -0.36326 0.0 -0.1 0.0
H -1.92989 0.05160 -0.91908 0.0 0.1 0.1
H 1.98830 -0.75938 1.99426 -0.2 0.0 -0.1
H 0.30218 -0.73751 2.77889 0.1 0.1 -0.2
H -0.32152 -2.81198 -0.70255 0.0 0.1 0.0
```
Forces are in eV/Å.

relative energy (zero: lowest compared OMol25 entry of this formula, charge and spin): 139.6 kcal per mole
E_LUMO (spin up / spin down): -0.4320 / -0.6339 eV
2S+1: 1
calculated total energy: -6377.8070 eV

***

# 2
DFT (ωB97M-V with the def2-TZVPD basis set) results for a 2-piece molecular cluster, C6H10 overall.

Geometry as XYZ:
```
16
Properties=species:S:1:pos:R:3:forces:R:3
C 2.33533 0.01750 -0.09466 0.0 0.0 0.0
C 0.86094 0.01335 0.13943 0.0 -0.1 0.0
C 0.05920 1.09683 0.33344 -0.1 0.0 0.0
C -1.32214 0.76605 0.58693 0.4 -0.2 0.0
C -1.36476 -0.72543 0.40500 0.0 0.0 0.1
C 0.06746 -1.25516 0.20795 0.0 0.1 0.0
H 2.58991 -0.60721 -0.95918 -0.1 0.1 0.1
H 2.71824 1.02894 -0.25883 -0.1 -0.2 0.0
H 2.85290 -0.41424 0.77180 -0.1 0.0 -0.1
H 0.43858 2.11752 0.32599 -0.1 -0.2 0.0
H -2.82724 1.81314 -0.95200 -0.1 0.1 -0.1
H -3.12516 1.98969 -1.61756 0.0 0.0 0.0
H -1.90369 -1.20351 1.23230 0.1 0.1 -0.1
H -1.99438 -0.90267 -0.48033 0.1 0.0 0.1
H 0.21276 -1.86404 -0.69446 0.0 0.1 0.1
H 0.40204 -1.87077 1.05416 0.0 0.1 -0.1
```
Forces are in eV/Å.

relative energy (zero: lowest compared OMol25 entry of this formula, charge and spin): 90.2 kcal per mole
E_LUMO: -0.1298 eV
2S+1: 1
calculated total energy: -6379.9461 eV

***

# 3
DFT (ωB97M-V with the def2-TZVPD basis set) results for one molecule with the formula C6H10.

Geometry as XYZ:
```
16
Properties=species:S:1:pos:R:3:forces:R:3
C -1.01345 0.94295 -0.86469 0.0 0.1 -0.1
C -0.07296 0.08079 -0.01098 0.0 0.0 0.0
C -0.55221 0.15289 1.45219 0.0 -0.1 0.1
C -0.03903 -1.33323 -0.62939 -0.1 -0.1 0.0
C 1.35783 0.45489 -0.01023 0.5 -0.1 0.0
C 2.55950 0.41355 0.08309 -0.4 0.1 -0.1
H -1.07354 1.97805 -0.51478 0.1 -0.1 0.0
H -2.01870 0.50699 -0.79132 0.2 0.1 0.0
H -0.72625 0.93984 -1.92050 0.0 0.0 0.2
H 0.02465 -0.50875 2.10514 -0.1 0.0 -0.1
H -0.41632 1.17822 1.81805 0.0 -0.2 -0.1
H -1.61672 -0.09305 1.54041 0.2 -0.1 -0.1
H -1.02778 -1.80066 -0.67100 0.0 0.1 0.1
H 0.34118 -1.23758 -1.65399 -0.1 -0.1 0.2
H 0.65532 -1.98264 -0.08858 -0.2 0.1 0.0
H 3.61847 0.30773 0.15657 -0.1 0.2 0.0
```
Forces are in eV/Å.

relative energy (zero: lowest compared OMol25 entry of this formula, charge and spin): 35.5 kcal per mole
E_LUMO: 0.9366 eV
2S+1: 1
calculated total energy: -6382.3208 eV
structure (SMILES): C#CC(C)(C)C

***

# 4
DFT (ωB97M-V with the def2-TZVPD basis set) results for a 2-piece molecular cluster, C6H10Br overall.

Geometry as XYZ:
```
17
Properties=species:S:1:pos:R:3:forces:R:3
Br -2.00756 4.66631 0.04843 0.0 0.0 0.0
H 0.07725 -2.36246 -1.30961 0.0 0.1 0.1
C 0.26667 -1.71979 -0.43937 0.5 -0.1 -0.1
C 1.14199 -0.52021 -0.84338 -0.1 0.1 0.0
C 1.12374 0.56930 0.23726 0.0 -0.1 0.0
C -0.31229 1.04189 0.52278 0.3 0.3 -0.1
C -1.29643 -0.08441 0.59900 0.1 0.0 -0.1
C -1.03561 -1.31302 0.17872 0.1 0.1 -0.1
H 0.82162 -2.34655 0.27064 0.0 0.0 0.0
H 2.17140 -0.83718 -1.05702 -0.2 0.0 0.1
H 0.76351 -0.09782 -1.78258 -0.1 0.0 0.1
H 1.56713 0.17017 1.15787 -0.1 0.0 0.0
H 1.76175 1.41579 -0.05398 -0.2 -0.2 0.0
H -0.34406 1.62352 1.45361 0.0 -0.1 -0.1
H -0.62819 1.73530 -0.26725 0.0 0.0 0.1
H -2.27228 0.12844 1.00868 -0.2 0.1 0.1
H -1.79864 -2.06928 0.27619 -0.1 -0.2 0.0
```
Forces are in eV/Å.

relative energy (zero: lowest compared OMol25 entry of this formula, charge and spin): 1.7 kcal per mole
E_LUMO (spin up / spin down): 1.1648 / -3.7619 eV
<S²>: 0.75
2S+1: 2
calculated total energy: -76425.1590 eV

***

# 5
DFT (ωB97M-V with the def2-TZVPD basis set) results for C6H10Br2OS as an isolated structure at a distorted geometry.

Geometry as XYZ:
```
20
Properties=species:S:1:pos:R:3:forces:R:3
C -0.66034 1.16003 -0.14339 -1.8 -4.0 0.6
C -1.32361 -1.47306 1.87882 0.6 0.2 1.3
C 1.00290 0.96093 -2.74561 1.5 -1.1 -0.8
C -2.38497 -0.47533 1.67578 -1.2 1.4 1.6
C 1.35567 0.69620 -1.34634 2.4 -0.7 2.0
C -2.51867 -0.06445 0.29422 5.1 0.9 -2.1
O 0.23499 0.29003 -0.53476 -0.8 0.1 -0.5
S -0.64789 2.65936 0.21517 0.0 2.4 0.2
Br -3.84590 1.05415 -0.06682 -2.2 1.7 -0.7
Br -2.21277 -1.46183 -1.00281 -0.6 0.1 -0.4
H -1.53217 -2.14134 1.12808 -0.2 -2.7 -0.9
H -1.37701 -1.85179 2.87821 -0.1 -0.7 0.5
H -0.29362 -1.22940 1.68984 0.4 1.0 0.0
H 0.86091 -0.00947 -3.14767 0.0 -0.8 -1.3
H 0.07071 1.38111 -2.70864 -2.4 1.5 -0.3
H 1.70310 1.60002 -3.33037 -0.4 -0.7 0.6
H -2.20586 0.43844 2.31918 -0.6 -0.8 -0.7
H -3.42858 -0.88185 1.85583 1.1 0.1 0.7
H 1.80684 1.57948 -0.96713 0.2 0.9 1.0
H 2.10338 -0.12598 -1.10888 -0.9 0.9 -0.9
```
Forces are in eV/Å.

relative energy (zero: lowest compared OMol25 entry of this formula, charge and spin): 78.2 kcal per mole
E_LUMO: 0.4804 eV
2S+1: 1
calculated total energy: -159348.0565 eV

***

# 6
DFT (ωB97M-V with the def2-TZVPD basis set) results for a 2-piece molecular cluster, C6H10Br3NO2 overall at a distorted geometry.

Geometry as XYZ:
```
22
Properties=species:S:1:pos:R:3:forces:R:3
C -0.81304 -1.90025 0.22283 -1.3 -2.7 -0.8
C -1.51661 -0.22663 -1.49722 0.7 0.0 -1.9
C 1.21115 0.80343 2.11050 2.6 3.5 -2.3
C 0.78269 -0.36718 -0.81783 4.6 3.9 0.0
C -0.43580 -1.04224 -0.93146 -1.2 -2.6 -0.4
C 0.96916 1.45679 0.72652 1.1 -2.4 -1.0
N -0.28667 2.02669 0.34717 0.2 0.3 0.4
O -1.23329 1.80787 1.09817 0.0 0.1 -0.6
O -0.28260 2.66516 -0.68898 -1.2 0.0 0.1
Br 2.40155 -1.27546 -0.19678 -0.9 0.4 -0.3
Br 0.14393 -2.34512 -2.49260 -0.4 0.2 0.3
Br 2.44186 2.50281 0.02160 -0.6 -0.7 0.4
H 0.04449 -2.34491 0.69505 0.3 -0.2 0.2
H -1.45339 -1.46317 0.93523 -0.4 1.4 1.0
H -1.50311 -2.74617 -0.09628 1.1 0.8 0.0
H -1.17731 0.54924 -2.14924 0.5 0.4 -0.5
H -2.26933 -0.74041 -2.02984 -0.6 -1.1 -0.5
H -1.99642 0.23897 -0.74438 -1.7 1.7 2.8
H 1.06702 -0.20960 2.05345 0.1 -2.5 0.0
H 2.25976 1.16546 2.35622 -1.1 -1.2 -0.1
H 0.61061 1.21791 2.83617 -1.7 1.0 1.5
H 1.03536 0.22682 -1.75831 -0.1 -0.5 1.7
```
Forces are in eV/Å.

relative energy (zero: lowest compared OMol25 entry of this formula, charge and spin): 33.4 kcal per mole
E_LUMO (spin up / spin down): -1.8166 / -1.8487 eV
2S+1: 1
calculated total energy: -222090.6370 eV

***

Q: What is the calculated total energy in the fourth record?
A: -76425.1590 eV